(1)
The following is a quantum chemistry calculation of a cluster of 14 separate species, C96H211N9O14 in total in a non-equilibrium geometry, from OMol25.

Last column: Mulliken charge in e.
CARTESIAN COORDINATES (ANGSTROEM)
C  4.9883  6.3603  -1.3053  -1.74
C  5.0192  5.9401  0.1887  1.67
C  3.8346  5.0854  0.5789  -1.21
C  3.9466  3.6003  0.1497  2.45
C  5.2288  2.9526  0.5049  0.29
C  6.4331  3.7335  0.1838  1.97
N  6.1712  5.1177  0.5389  0.21
O  7.3649  5.8000  0.1806  -0.57
C  7.6503  3.2816  0.9521  -1.67
C  6.8305  3.4840  -1.2866  -1.59
C  5.0051  7.2608  1.0041  -1.87
H  5.7068  7.1874  -1.4251  0.40
H  4.0260  6.8564  -1.3936  0.51
H  5.1733  5.6568  -2.1187  0.21
H  3.7997  5.2922  1.6815  0.10
H  2.9120  5.4614  0.0813  0.15
H  3.6937  3.6092  -0.9614  -0.97
H  3.1920  2.9708  0.6311  -0.64
H  5.2957  1.9334  0.1151  0.16
H  5.2006  2.9661  1.6259  -1.13
H  7.7636  3.8034  1.9773  0.24
H  7.6296  2.1815  1.0279  0.37
H  8.5869  3.4478  0.3530  0.36
H  5.9486  3.4745  -1.9367  0.01
H  7.4749  4.2750  -1.6839  0.46
H  7.2199  2.4348  -1.4400  0.33
H  4.3227  8.0098  0.5772  0.33
H  5.9802  7.7061  1.0962  0.48
H  4.6487  7.1347  2.0259  0.35
H  7.7416  6.1401  0.9742  0.36
C  0.5338  5.0016  -5.0264  -1.56
C  1.8661  4.6138  -4.4006  1.76
C  1.6670  4.1028  -2.9625  -0.26
C  1.0340  2.7378  -3.0648  0.21
C  2.1152  1.8096  -3.5928  0.11
C  2.3776  2.1391  -5.0678  2.27
N  2.7136  3.5801  -5.1189  0.38
O  2.8670  3.9706  -6.4335  -0.53
C  3.6126  1.3774  -5.4246  -2.51
C  1.2075  1.7389  -5.9766  -1.99
C  2.7666  5.9145  -4.2310  -1.94
H  0.5969  5.2660  -6.0845  0.48
H  0.2292  6.0286  -4.6934  0.42
H  -0.2323  4.1977  -4.9742  -0.30
H  2.6337  3.9808  -2.4956  -0.75
H  1.0007  4.7996  -2.4497  0.97
H  0.2628  2.6972  -3.8061  -1.25
H  0.6050  2.4104  -2.1118  -0.09
H  1.8765  0.7910  -3.5211  0.45
H  3.0688  1.8726  -3.0336  -0.63
H  3.9815  1.5946  -6.4240  0.42
H  4.4227  1.4762  -4.7329  0.42
H  3.4511  0.2870  -5.4789  0.20
H  1.4321  2.1006  -6.9932  0.83
H  1.0432  0.7028  -6.1085  0.42
H  0.3608  2.3295  -5.6220  0.45
H  2.1432  6.5511  -3.6148  0.46
H  2.9882  6.3747  -5.2041  0.47
H  3.6779  5.6477  -3.7060  0.21
H  2.1656  3.6330  -6.9450  0.38
C  -0.1018  -2.4673  -5.4552  -1.14
C  -1.3824  -1.8690  -5.9213  2.55
C  -2.1101  -1.3559  -4.7494  -0.09
C  -3.3064  -0.4675  -4.9642  -0.81
C  -2.7848  0.6799  -5.8996  -0.69
C  -2.1537  0.1833  -7.2226  0.77
N  -1.0844  -0.7071  -6.7771  1.52
O  -0.4110  -1.1550  -7.8963  -0.75
C  -3.2874  -0.3943  -8.2374  -2.01
C  -1.5526  1.3169  -8.0076  -1.37
C  -2.1820  -2.9964  -6.5837  -1.16
H  -0.2467  -2.9918  -4.5179  -0.24
H  0.5749  -1.6627  -5.2321  0.27
H  0.3816  -3.1150  -6.1891  0.48
H  -2.3917  -2.1286  -4.0275  -0.23
H  -1.4237  -0.7220  -4.1442  -0.67
H  -3.6596  -0.0943  -3.9932  0.42
H  -4.1266  -1.0079  -5.5012  0.24
H  -2.0467  1.2659  -5.3566  -0.64
H  -3.5975  1.3413  -6.2939  0.68
H  -3.8675  0.4471  -8.4453  0.59
H  -2.8371  -0.8120  -9.1168  0.42
H  -3.9130  -1.1840  -7.9071  0.35
H  -1.3020  1.0302  -8.9957  0.47
H  -2.2954  2.1089  -7.9962  0.44
H  -0.6458  1.7425  -7.4835  -0.01
H  -3.2746  -2.8827  -6.5919  0.24
H  -1.9928  -3.8881  -5.9706  -0.38
H  -1.9384  -3.2313  -7.5908  0.52
H  -1.0636  -1.2668  -8.5968  0.36
C  -8.2199  1.8731  1.9959  -2.16
C  -6.9277  1.0204  2.0338  1.99
C  -5.8585  1.8122  2.8279  -1.96
C  -4.6266  0.9549  3.1196  2.28
C  -4.9331  -0.2856  3.8836  -0.77
C  -6.0602  -1.0808  3.2632  1.57
N  -7.2026  -0.1296  2.8737  0.05
O  -8.1776  -0.9226  2.2318  -0.44
C  -5.5940  -1.9670  2.1290  -1.59
C  -6.6661  -1.9989  4.3377  -1.82
C  -6.4880  0.7482  0.5347  -1.37
H  -8.6107  1.9757  2.9785  0.45
H  -8.8300  1.3586  1.2863  0.51
H  -7.9269  2.8131  1.6217  0.43
H  -5.6046  2.7567  2.3698  0.44
H  -6.3143  2.0351  3.7916  0.55
H  -3.8543  1.5952  3.5448  -0.63
H  -4.2294  0.5465  2.1504  -0.90
H  -5.3228  -0.1314  4.8652  0.67
H  -4.0517  -0.8304  3.9628  -0.75
H  -6.3537  -2.2665  1.4100  0.58
H  -4.8332  -1.4553  1.5471  0.29
H  -5.1010  -2.8027  2.5533  0.42
H  -6.0072  -2.8235  4.5157  0.17
H  -6.8203  -1.4751  5.2727  0.49
H  -7.5563  -2.5039  4.0048  0.55
H  -7.0733  -0.0684  0.0897  0.32
H  -5.4213  0.5598  0.4526  0.04
H  -6.7026  1.5839  -0.0995  0.57
H  -8.8170  -0.9852  2.9323  0.40
C  3.0676  3.1959  8.0066  -1.89
C  3.1280  1.7075  7.4522  1.82
C  1.8941  1.4331  6.6608  -1.27
C  1.9112  2.1488  5.2639  0.60
C  3.1793  1.8594  4.5055  -0.53
C  4.5337  2.0418  5.2905  2.40
N  4.3013  1.3872  6.5937  0.13
O  5.4801  1.7266  7.4317  -0.55
C  5.6305  1.2698  4.5671  -1.49
C  4.8831  3.5604  5.4171  -1.43
C  3.1974  0.7675  8.6407  -2.00
H  2.2779  3.2886  8.7213  0.54
H  2.9297  3.9856  7.2903  0.33
H  4.0266  3.3799  8.5191  0.39
H  1.8294  0.3471  6.6268  -0.16
H  1.1269  1.8734  7.2863  0.71
H  1.9918  3.2377  5.4179  0.14
H  1.0861  2.0746  4.5609  -0.63
H  3.2065  2.4754  3.6080  0.26
H  3.2224  0.8008  4.1659  -0.29
H  6.6127  1.5583  4.9454  0.47
H  5.4153  0.2102  4.6657  0.40
H  5.6572  1.5346  3.4845  -0.01
H  5.4817  3.8923  4.5472  0.29
H  3.9154  4.1593  5.4136  0.16
H  5.5794  3.8051  6.2657  0.31
H  4.1625  0.9728  9.1828  0.47
H  3.1684  -0.2677  8.3597  0.34
H  2.3073  0.9411  9.2274  0.41
H  5.9314  0.8890  7.5059  0.35
C  5.0407  -0.2859  -2.0598  0.24
C  4.4123  -1.4109  -1.2972  2.01
C  3.0031  -1.6840  -1.8202  -0.21
C  2.9108  -2.4730  -3.0481  1.74
C  3.7466  -3.7858  -2.9029  -1.68
C  5.1835  -3.5379  -2.4906  1.95
N  5.2080  -2.6659  -1.2957  0.40
O  6.5405  -2.3512  -1.0665  -0.58
C  5.8706  -4.8752  -2.0761  -2.03
C  6.0209  -3.0683  -3.7160  -1.73
C  4.3443  -0.9620  0.1652  -1.46
H  6.1246  -0.1676  -1.8717  0.50
H  4.6403  0.6574  -1.6991  -0.61
H  4.8066  -0.3595  -3.1254  -0.32
H  2.4514  -2.2431  -1.0048  -0.04
H  2.5658  -0.7011  -1.8974  -0.51
H  3.3645  -1.9254  -3.8987  -0.28
H  1.8440  -2.7587  -3.3362  -1.01
H  3.7445  -4.2747  -3.8724  0.50
H  3.1900  -4.4124  -2.1861  0.22
H  6.9288  -4.7252  -2.0188  0.53
H  5.4370  -5.2426  -1.0990  0.30
H  5.7309  -5.6627  -2.8113  0.40
H  7.0463  -2.8949  -3.4668  0.44
H  6.0339  -3.9226  -4.4527  0.44
H  5.5931  -2.1432  -4.1730  0.20
H  3.6827  -0.0944  0.2881  -0.38
H  5.3142  -0.7145  0.5785  0.75
H  3.9348  -1.8083  0.7873  -0.16
H  6.8362  -2.8349  -0.2978  0.35
C  -1.6988  5.7772  5.4984  -1.93
C  -1.9713  4.6729  4.4862  2.03
C  -3.4302  4.5503  4.2926  -1.03
C  -3.9701  5.7685  3.5705  -1.00
C  -3.2527  5.8653  2.1623  -0.77
C  -1.7585  5.9513  2.2231  1.82
N  -1.3477  4.8259  3.1886  1.24
O  0.0239  4.9549  3.3420  -0.60
C  -1.1459  5.5524  0.8583  -1.66
C  -1.2813  7.3388  2.6536  -1.66
C  -1.5259  3.3543  5.0630  -1.07
H  -2.3474  5.7492  6.3767  0.37
H  -1.7540  6.7820  5.1370  0.37
H  -0.7019  5.6045  5.8892  0.28
H  -3.7140  3.6708  3.6734  -0.72
H  -3.8915  4.3672  5.2577  0.86
H  -4.0000  6.6742  4.2064  0.39
H  -5.0574  5.6420  3.2896  0.47
H  -3.6372  6.6824  1.5207  0.45
H  -3.5232  4.9843  1.5443  -0.29
H  -1.5651  4.5661  0.5280  -0.02
H  -1.6813  6.2464  0.2026  0.52
H  -0.0854  5.6727  0.7235  0.28
H  -0.9968  7.9317  1.7533  0.49
H  -2.0785  7.8647  3.2094  0.29
H  -0.3651  7.2493  3.2380  0.27
H  -2.2672  3.1695  5.8180  0.85
H  -0.5202  3.2808  5.4541  -0.38
H  -1.7034  2.5937  4.2776  -0.26
H  0.3636  4.0865  3.1751  0.18
C  -1.0049  -6.6793  -1.4044  -1.66
C  -0.4438  -7.1103  -2.8026  2.07
C  -0.1118  -8.6331  -2.8755  -1.20
C  0.0131  -9.1830  -4.3306  -0.90
C  -1.2370  -8.7545  -5.0939  -1.28
C  -1.4515  -7.2304  -5.1675  2.05
N  -1.5301  -6.8345  -3.7563  -0.11
O  -1.7977  -5.3554  -3.7234  0.60
C  -0.4365  -6.4371  -6.0062  -1.80
C  -2.8916  -7.0935  -5.7171  -1.94
C  0.8626  -6.3557  -3.0211  -1.36
H  -0.2265  -6.9719  -0.6668  0.49
H  -1.9381  -7.1711  -1.2750  0.64
H  -1.1530  -5.6332  -1.3000  -0.59
H  0.8062  -8.8898  -2.2972  0.35
H  -0.9447  -9.1535  -2.4511  0.42
H  0.2234  -10.2547  -4.3955  0.43
H  0.8052  -8.7093  -4.8057  0.39
H  -2.1308  -9.1659  -4.6542  0.43
H  -1.1421  -9.1595  -6.1466  0.41
H  0.4811  -6.9693  -6.0177  0.42
H  -0.8306  -6.3214  -7.0359  0.47
H  -0.3439  -5.4733  -5.5275  0.24
H  -2.9153  -7.6929  -6.6645  0.49
H  -3.7183  -7.4440  -5.0230  0.26
H  -3.1340  -6.0928  -6.0370  0.31
H  1.3853  -6.4581  -4.0224  0.19
H  1.6167  -6.7133  -2.2646  0.65
H  0.6707  -5.2697  -2.8111  -0.22
H  -2.7628  -5.2511  -3.6350  -0.11
C  -1.1014  -2.3253  -1.2447  -0.55
C  -1.4690  -1.3705  -0.0803  1.73
C  -1.6995  -2.2460  1.1019  -1.11
C  -1.8709  -1.3556  2.3490  1.39
C  -0.6563  -0.5621  2.5136  0.38
C  -0.2377  0.3651  1.3190  2.34
N  -0.2337  -0.5353  0.1236  0.56
O  -0.0313  0.1562  -1.1121  1.97
C  -1.2680  1.5664  1.1702  0.08
C  1.1724  0.9698  1.5775  -0.36
C  -2.7657  -0.5986  -0.5943  0.54
H  -1.8618  -3.1208  -1.2415  -1.13
H  -0.1835  -2.8011  -0.9335  0.54
H  -1.0330  -1.9693  -2.2572  -0.33
H  -2.5921  -2.8582  0.8303  0.10
H  -0.8886  -2.9258  1.2021  -0.18
H  -2.0167  -1.9187  3.1994  0.02
H  -2.8004  -0.7604  2.1943  -0.80
H  0.1335  -1.2689  2.7007  -0.70
H  -0.7248  0.1088  3.3948  0.13
H  -1.3925  1.8634  0.1387  -0.67
H  -2.3119  1.3485  1.4810  -0.05
H  -0.8829  2.4220  1.7313  -0.26
H  1.1492  1.4786  2.5612  -0.80
H  1.8593  0.1076  1.6257  -0.17
H  1.3601  1.5642  0.6650  -0.22
H  -3.5060  -1.3230  -0.9864  -0.09
H  -2.4852  0.1055  -1.4302  -0.67
H  -3.3486  -0.0755  0.1849  -0.82
H  0.6726  -0.3765  -1.5214  -0.93
C  -4.3924  -5.5034  -0.9502  -1.01
C  -5.1743  -4.1654  -1.1428  2.23
C  -4.8584  -3.5549  -2.4515  -1.20
O  -6.6109  -4.3017  -0.9669  -0.64
H  -3.3079  -5.2055  -1.1204  -0.29
H  -4.7660  -6.2986  -1.5485  0.49
H  -4.5038  -5.8316  0.0738  0.40
H  -4.8193  -3.5042  -0.2896  -1.30
H  -5.0092  -4.1988  -3.3085  0.84
H  -3.7878  -3.2332  -2.4952  -0.31
H  -5.5157  -2.6936  -2.6835  0.34
H  -7.0005  -4.6422  -1.7948  0.40
C  -3.6846  5.5394  -2.2107  -1.43
C  -3.4560  4.0499  -2.1804  0.53
C  -2.1305  3.5995  -2.8768  -0.28
O  -3.4331  3.5797  -0.7383  -0.35
H  -4.6168  5.7194  -1.5633  0.33
H  -3.9110  5.8934  -3.2182  0.47
H  -2.8136  6.0283  -1.7628  0.20
H  -4.3460  3.5593  -2.6981  0.31
H  -2.0686  2.5484  -2.6654  -0.11
H  -1.3291  4.1294  -2.3608  -0.24
H  -2.0452  3.8231  -3.9192  0.49
H  -3.1574  2.6721  -0.7646  0.05
C  -1.1462  -0.7450  5.8439  0.11
C  -1.2748  -1.8655  6.7982  0.10
C  -2.7252  -2.1867  7.2299  -1.23
O  -0.6895  -3.0417  6.2728  -0.53
H  -1.5765  0.1751  6.2063  0.78
H  -1.6481  -1.0157  4.9031  -0.49
H  -0.0454  -0.6162  5.7173  -0.70
H  -0.8407  -1.5338  7.7030  0.71
H  -3.2659  -1.2824  7.6348  0.36
H  -2.6560  -2.9558  8.0550  0.36
H  -3.1675  -2.6547  6.3761  0.07
H  -0.9388  -3.1390  5.3735  0.05
C  -3.2849  -4.8400  3.6486  -0.55
C  -1.8878  -5.1470  4.1207  0.64
C  -1.3853  -6.4490  3.5778  -2.06
O  -1.0798  -4.0304  3.7323  0.43
H  -3.4510  -5.0063  2.5734  -0.03
H  -3.5579  -3.7841  3.9218  -0.39
H  -3.9669  -5.5222  4.1553  0.64
H  -2.0771  -5.1782  5.1491  0.51
H  -0.4433  -6.7284  4.0452  0.40
H  -1.2373  -6.3107  2.5342  0.30
H  -2.0890  -7.2930  3.7322  0.45
H  -0.1717  -4.2443  4.0458  -0.12
C  2.3201  -4.3213  2.5793  -1.10
C  2.4863  -3.9333  4.0403  0.58
C  2.7512  -2.4201  4.2276  -1.49
O  1.2837  -4.3566  4.7855  -0.54
H  3.2342  -4.0905  1.9954  0.43
H  1.5425  -3.7923  1.9977  -0.13
H  2.1686  -5.4308  2.4904  0.41
H  3.4207  -4.3324  4.4759  0.34
H  3.7737  -2.1824  3.8921  0.66
H  2.6972  -2.2568  5.2854  0.59
H  1.9230  -1.8335  3.7693  0.09
H  1.1871  -3.7314  5.5288  0.22

As for the HOMO-LUMO gap: 8.74 eV. As for the maximum force: 3.27 eV/A. As for the HOMO energy: -8.305 eV. As for the energy above the lowest of the compared OMol25 structures with the same formula, charge and spin: 19.19 kcal per mole. As for the net charge: 0. The energy comes out at -5330.01315 a.u. The LUMO energy is 0.439 eV.

(2)
The following is a quantum chemistry calculation of a cluster of 2 separate species, C5H14 in total in a non-equilibrium geometry, from OMol25.

Last column: natural (NBO) charge in e.
CARTESIAN COORDINATES (ANGSTROEM)
C  -1.9167  -0.0917  0.3458  -0.47
C  -2.6484  -1.2342  -0.4515  -0.73
C  -1.2113  0.8054  -0.6306  -0.93
H  -2.6009  0.5870  0.8875  0.18
H  -1.3269  -0.6296  0.9780  0.19
H  -3.7129  -1.2468  -0.5047  0.19
H  -0.5919  0.2536  -1.4404  0.19
H  -2.5437  -2.1815  0.0466  0.19
H  -2.3967  -1.1754  -1.5464  0.21
H  -1.9812  1.2761  -1.2923  0.18
H  -0.7154  1.6129  -0.1661  0.19
C  3.4175  0.1279  0.1131  -0.76
C  2.0363  0.3431  0.7767  -0.78
H  3.4355  0.9899  -0.5262  0.20
H  4.2117  0.0817  0.8300  0.18
H  3.3841  -0.8554  -0.4368  0.19
H  1.6762  -0.5898  1.2850  0.18
H  1.3290  0.8536  0.1463  0.21
H  2.1556  1.0731  1.5858  0.18

As for the expectation value of S²: 0.750. As for the HOMO-LUMO gap (spin up / spin down): 2.62 / 11.92 eV. As for the maximum force: 3.78 eV/A. As for the HOMO energy (spin up / spin down): 1.568 / -7.570 eV. As for the energy above the lowest of the compared OMol25 structures with the same formula, charge and spin: 25.18 kcal per mole. As for the net charge: -1. The energy comes out at -198.79241 a.u. The spin multiplicity is 2. The LUMO energy (spin up / spin down) is 4.191 / 4.346 eV.

What did the second record say?
The following is a quantum chemistry calculation of a cluster of 2 separate species, C5H14 in total in a non-equilibrium geometry, from OMol25.

Last column: natural (NBO) charge in e.
CARTESIAN COORDINATES (ANGSTROEM)
C  -1.9167  -0.0917  0.3458  -0.47
C  -2.6484  -1.2342  -0.4515  -0.73
C  -1.2113  0.8054  -0.6306  -0.93
H  -2.6009  0.5870  0.8875  0.18
H  -1.3269  -0.6296  0.9780  0.19
H  -3.7129  -1.2468  -0.5047  0.19
H  -0.5919  0.2536  -1.4404  0.19
H  -2.5437  -2.1815  0.0466  0.19
H  -2.3967  -1.1754  -1.5464  0.21
H  -1.9812  1.2761  -1.2923  0.18
H  -0.7154  1.6129  -0.1661  0.19
C  3.4175  0.1279  0.1131  -0.76
C  2.0363  0.3431  0.7767  -0.78
H  3.4355  0.9899  -0.5262  0.20
H  4.2117  0.0817  0.8300  0.18
H  3.3841  -0.8554  -0.4368  0.19
H  1.6762  -0.5898  1.2850  0.18
H  1.3290  0.8536  0.1463  0.21
H  2.1556  1.0731  1.5858  0.18

As for the expectation value of S²: 0.750. As for the HOMO-LUMO gap (spin up / spin down): 2.62 / 11.92 eV. As for the maximum force: 3.78 eV/A. As for the HOMO energy (spin up / spin down): 1.568 / -7.570 eV. As for the energy above the lowest of the compared OMol25 structures with the same formula, charge and spin: 25.18 kcal per mole. As for the net charge: -1. The energy comes out at -198.79241 a.u. The spin multiplicity is 2. The LUMO energy (spin up / spin down) is 4.191 / 4.346 eV.

Question: Which value of net charge does entry 1 give?
Answer: 0

Question: net charge of number 2 (C5H14)?
Answer: -1